No. 1
12
Properties=species:S:1:pos:R:3:forces:R:3 method="wB97M-V/def2-TZVPD" lumo_ev=0.99 multiplicity=1 energy_ha=-306.421059 relative_energy_ev=2.319
C -1.53472 -0.09223 1.28902 0.18 0.03 0.27
C 1.43137 -0.03974 -1.18180 0.22 -0.22 -0.35
H -0.50182 1.20216 -0.07937 -1.29 0.04 0.04
C -0.77671 0.13421 0.01033 0.19 0.26 0.00
O -1.02077 -0.43446 2.32749 -0.24 0.07 -0.46
H 2.38043 -0.53307 -1.35043 -0.07 -0.21 -0.16
H -1.37283 -0.14797 -0.86823 0.18 -0.10 0.24
H -2.62580 0.10513 1.23448 0.10 -0.03 0.05
H 0.88963 0.27381 -2.07751 0.17 0.08 0.16
H 0.99690 -1.02163 0.77913 -0.07 0.09 -0.22
C 0.65818 -0.31773 0.02110 0.14 0.12 0.17
O 1.47613 0.87153 -0.10423 0.48 -0.15 0.26


No. 2
25
Properties=species:S:1:pos:R:3:forces:R:3 method="wB97M-V/def2-TZVPD" lumo_ev="-4.70 / -3.75" multiplicity=1 charge=+1 energy_ha=-480.901300 relative_energy_ev=4.717
H 1.44173 1.98741 -1.75593 0.05 -0.64 -0.14
H -0.82648 -2.44056 1.05499 -0.84 0.10 0.38
H -1.70800 -2.07008 -0.81713 -0.85 0.65 -0.32
C -1.13747 1.10960 0.46813 0.80 -2.89 2.40
C -0.93820 0.64829 1.88752 0.22 -0.25 -2.97
H 1.91898 2.00384 0.44909 -0.90 0.27 0.43
C 2.02277 1.07076 -1.52605 -0.52 3.36 1.27
H 1.74863 -0.92617 -2.21182 -1.16 1.97 1.33
H -2.39265 -2.11793 1.74359 -1.97 -1.20 0.86
H -1.00924 2.14914 0.34423 0.10 0.94 -0.96
H 2.96799 1.25914 -2.00367 0.27 -1.09 -0.73
H -1.18520 0.20835 -1.55699 -0.37 0.71 -1.07
C -1.64022 -1.67873 1.19545 3.60 0.13 -0.57
N 1.16367 -0.07434 -1.79356 2.61 -3.21 -2.88
H -0.80697 -1.02764 3.08847 0.51 -0.50 0.80
C 0.53300 -0.49535 -0.53525 -0.81 1.27 1.20
H -3.05544 -0.88172 -0.22296 1.14 -0.22 -0.52
C -0.99586 -0.69181 2.10222 -1.32 1.23 0.03
C -1.97644 -1.19580 -0.19223 0.02 -0.10 0.32
H -0.49268 1.26512 2.66128 -0.45 0.38 -0.20
H 3.22840 0.89057 0.30631 -0.15 -0.14 -0.10
C -1.00911 -0.04663 -0.54567 -0.06 0.54 2.17
H 0.52182 0.08795 -2.56235 -0.44 0.29 0.10
C 2.19336 1.06975 0.00284 1.00 -1.70 -0.44
O 1.43361 -0.10316 0.41948 -0.50 0.10 -0.39


No. 3
16
Properties=species:S:1:pos:R:3:forces:R:3 method="wB97M-V/def2-TZVPD" lumo_ev=0.87 multiplicity=1 energy_ha=-631.773120 relative_energy_ev=1.403
H -0.66345 2.85027 -3.18675 0.32 -0.03 -0.19
H 1.50997 -1.51438 2.75703 -0.18 -0.34 -0.04
C 0.72369 -0.81405 2.49534 0.20 1.29 0.56
C 1.37696 0.52370 2.13712 -0.06 -0.31 -0.41
H 1.92025 0.41887 1.20074 0.44 0.09 0.12
H -0.17871 -0.69463 -2.73706 -0.32 0.45 -0.62
H 0.65890 1.30576 1.95350 -0.59 0.16 -0.04
S -0.36355 -1.44378 1.20054 0.01 -0.25 0.37
H -1.20461 -0.51400 -1.25922 0.45 0.16 0.41
H 0.14085 -0.60185 3.39537 -0.21 -0.53 -0.09
H -0.85340 1.92772 -1.21502 -0.73 -0.01 -0.13
H 0.58975 -2.15669 0.60033 0.00 -0.05 -0.24
C -0.69050 1.30880 -2.08992 0.94 -0.37 -1.11
C -0.67183 -0.01500 -2.05432 -0.43 -0.35 0.59
H 1.99138 0.88304 2.95806 0.40 -0.12 -0.04
O -0.24920 1.97953 -3.22839 -0.25 0.20 0.86


No. 4
79
Properties=species:S:1:pos:R:3:forces:R:3 method="wB97M-V/def2-TZVPD" lumo_ev=2.51 multiplicity=1 charge=-1 energy_ha=-3260.538408 relative_energy_ev=0.851
C -1.21532 7.34342 3.07079 -0.04 -0.11 -0.09
C -1.05054 -5.01408 -4.04495 -0.15 -0.42 -0.35
H -1.62676 4.29840 -2.82727 -0.06 0.04 0.02
C 3.36078 -3.29590 -1.84341 0.11 0.06 0.07
H 2.32474 -0.81526 1.54702 -0.46 0.12 -0.21
H -2.91318 -2.78744 2.52813 0.25 -0.14 -0.04
H 0.59002 -5.24704 1.91455 -0.18 0.14 -0.05
H -2.30023 -2.87945 -4.35822 0.02 0.27 -0.09
C -1.73530 4.98590 3.07949 0.75 -0.62 0.05
H -2.55188 -1.56690 -3.18600 0.19 -0.07 -0.05
H 2.40825 -3.32581 -2.38225 0.02 0.01 0.22
N 1.37682 -0.45292 1.46038 0.35 0.27 -0.20
H 1.06161 -3.99095 -0.21872 -0.28 -0.07 0.12
C -1.39088 3.70619 -1.93460 -0.28 0.15 -0.38
H 1.17512 6.52941 2.93837 0.06 0.00 0.05
H -2.39040 -1.55681 0.42512 0.10 -0.32 0.10
H -1.10242 -1.56094 -4.21751 -0.14 -0.08 0.06
C -1.79471 -2.20487 -3.66124 0.16 -0.14 -0.46
H 1.35658 3.91272 -3.26937 0.00 -0.26 0.01
H -0.56116 -4.92100 -1.87913 0.29 0.37 -0.21
H 1.74562 -1.81844 3.65241 -0.37 0.11 0.14
H 4.29510 -0.54055 -2.26335 0.05 0.00 0.02
H -2.74706 5.36496 2.81878 0.18 -0.44 0.27
H 0.01043 -1.95729 5.53068 0.00 0.13 -0.26
C -1.08121 -2.99519 -2.61216 0.65 -0.83 0.66
O -1.47199 3.80416 3.36070 -0.34 1.24 -0.50
H -0.97367 2.02897 -4.73535 0.05 -0.12 0.09
Cd -1.10060 2.36254 1.28552 -0.32 0.38 1.15
H -1.15101 7.72301 4.10282 -0.10 -0.03 -0.23
C -0.09032 -4.46364 1.57588 0.01 0.24 -0.23
Cl -3.54724 2.34591 1.15520 0.10 0.18 0.01
O 0.45033 -1.38571 -1.68551 2.94 -0.39 -0.85
H 4.41370 -3.04685 0.41611 -0.26 0.14 0.18
H 1.88771 3.34741 -1.68784 -0.08 -0.23 -0.17
C 1.46433 3.01263 -2.64157 0.14 -0.13 0.08
H -0.92182 4.39155 -1.21681 0.11 -0.32 -0.11
C -0.70424 -2.79079 -0.05311 -0.06 -0.16 -0.89
C -2.05047 -3.08779 1.93151 0.19 0.01 -0.04
C -1.47272 0.23950 3.39782 0.07 -0.39 0.63
C -1.22171 -4.14171 2.33529 0.01 0.11 -0.02
C 3.99853 -2.05889 0.13609 -0.69 0.81 -0.20
N -0.55288 0.34366 2.43273 -0.11 0.02 0.29
H 2.99319 -0.02693 -1.16420 -0.05 -0.02 -0.12
C 3.32301 -0.81614 -1.83702 -0.25 0.19 0.02
H -2.12643 -0.60474 5.23899 0.22 -0.09 -0.06
H -0.74302 -6.06472 -3.97171 -0.08 0.16 -0.10
H -2.33809 3.36304 -1.50183 0.16 -0.06 -0.11
N -0.79964 5.95739 3.00229 -0.86 0.03 0.20
Si -0.24927 2.31188 -2.44504 -0.37 -0.39 1.74
H -2.35204 0.87696 3.26370 0.15 -0.29 0.19
H -0.45084 -4.54092 -4.84405 -0.22 -0.21 0.26
Cl -0.61508 0.97768 -0.61614 0.48 0.10 -2.98
N 3.44497 -2.05421 -1.09861 0.93 -0.37 0.49
Cl 0.99840 3.54724 0.86756 0.20 -0.08 -0.44
H -2.10133 -4.99587 -4.38091 0.26 -0.10 0.04
H 2.58942 -0.95355 -2.62842 -0.17 0.05 0.20
C 0.81321 -1.24945 3.65118 -0.41 0.09 0.19
O 4.02881 -1.07753 0.89023 0.65 -0.97 -0.57
C -0.85673 -4.30822 -2.73393 -0.27 0.27 -0.13
H 0.18003 0.74495 -4.29425 -0.39 0.13 0.26
C -0.60270 -2.14665 -1.43939 -1.81 1.32 0.51
C -0.14366 -1.32856 4.65276 0.43 0.28 -0.73
C -1.32599 -0.58739 4.50394 -0.42 0.38 -0.07
H 3.41789 -4.11430 -1.11846 -0.10 -0.03 -0.30
H -1.53906 0.62783 -3.79275 0.32 0.23 0.04
H -1.43731 -4.69306 3.25702 0.08 0.22 -0.32
C 0.59470 5.64403 3.19220 0.30 -0.40 0.03
H -1.39501 -1.39459 -1.43640 -1.46 0.05 0.66
H 0.79885 5.34563 4.22851 0.03 0.03 -0.15
H -2.24920 7.39679 2.71037 0.22 0.27 0.13
C -0.69646 1.31648 -3.94284 -0.13 -0.12 -0.26
H 0.84821 4.83413 2.48168 0.08 0.54 0.84
H 2.12830 2.29810 -3.14550 -0.04 0.23 0.18
C 0.55032 -0.43627 2.50723 -0.13 -0.11 0.07
H 1.09082 -0.05438 0.56304 0.20 -0.32 0.50
C -1.77261 -2.39911 0.74838 -0.08 -0.42 0.43
H 4.18562 -3.40136 -2.56309 -0.07 0.05 0.05
C 0.16929 -3.78431 0.37586 -0.06 -0.10 0.70
H -0.56050 7.95605 2.44259 -0.22 -0.07 0.01